P | Entry from the OMol25 dataset: an isolated molecule of C4H9FO2 (wB97M-V/def2-TZVPD).

Output
Lowest unoccupied orbital energy ... 0.872 eV
Structure (SMILES) ... C[C@@H](O)[C@](C)(O)F

Bonds (Å) are listed after each position.
Element x y z (Å)
1 C -1.527 1.131 -0.431  C2 1.525, H8 1.061, H9 1.102, H10 1.053
2 C -0.687 0.147 0.376  C1 1.525, O3 1.432, C4 1.482, H11 1.125
3 O -1.267 -1.159 0.280  C2 1.432, H12 0.947
4 C 0.725 0.042 -0.062  C2 1.482, C5 1.506, O6 1.427, F7 1.428
5 C 1.362 -1.248 0.381  C4 1.506, H13 1.096, H14 1.082, H15 1.105
6 O 1.461 1.138 0.481  C4 1.427, H16 0.946
7 F 0.636 0.103 -1.485  C4 1.428
8 H -1.273 1.137 -1.461  C1 1.061
9 H -2.543 0.814 -0.143  C1 1.102
10 H -1.443 2.092 -0.010  C1 1.053
11 H -0.805 0.511 1.434  C2 1.125
12 H -1.471 -1.242 -0.642  O3 0.947
13 H 0.974 -1.627 1.333  C5 1.096
14 H 2.429 -1.102 0.477  C5 1.082
15 H 1.352 -2.097 -0.327  C5 1.105
16 H 2.077 1.360 -0.201  O6 0.946

Electronic structure analysis, Mulliken charges in units of e:
1. C -1.528
2. C -0.050
3. O -0.543
4. C 1.102
5. C -1.355
6. O -0.506
7. F -0.367
8. H 0.397
9. H 0.380
10. H 0.399
11. H 0.349
12. H 0.359
13. H 0.287
14. H 0.381
15. H 0.335
16. H 0.358

Q | Entry from the OMol25 dataset: an isolated molecule of C4H9FO2 (wB97M-V/def2-TZVPD).

Output
Lowest unoccupied orbital energy ... 0.955 eV
Structure (SMILES) ... COC(C)(C)OF

Bonds (Å) are listed after each position.
Element x y z (Å)
1 C -2.173 0.250 0.036  O2 1.403, H8 1.036, H9 1.134, H10 1.094
2 O -0.924 0.714 0.473  C1 1.403, C3 1.376
3 C 0.182 -0.104 0.454  O2 1.376, C4 1.480, C5 1.538, O6 1.452
4 C 1.260 0.635 1.149  C3 1.480, H11 1.079, H12 1.060, H13 1.091
5 C 0.774 -0.780 -0.795  C3 1.538, H14 1.090, H15 1.103, H16 1.113
6 O -0.076 -1.383 1.089  C3 1.452, F7 1.362
7 F -0.466 -1.247 2.386  O6 1.362
8 H -2.575 -0.556 0.549  C1 1.036
9 H -2.298 -0.120 -1.028  C1 1.134
10 H -2.963 0.998 -0.081  C1 1.094
11 H 2.000 -0.050 1.534  C4 1.079
12 H 0.791 0.956 2.044  C4 1.060
13 H 1.599 1.475 0.540  C4 1.091
14 H 1.846 -0.614 -0.697  C5 1.090
15 H 0.421 -0.367 -1.755  C5 1.103
16 H 0.656 -1.883 -0.883  C5 1.113

Electronic structure analysis, Mulliken charges in units of e:
1. C -0.925
2. O -0.339
3. C 1.569
4. C -1.802
5. C -1.348
6. O -0.256
7. F -0.189
8. H 0.379
9. H 0.282
10. H 0.330
11. H 0.453
12. H 0.462
13. H 0.359
14. H 0.373
15. H 0.313
16. H 0.340

The least stable of them is Q.

P | Entry from the OMol25 dataset: a cluster of 2 separate species, C4H9N2 in total (wB97M-V/def2-TZVPD).

Output
Total charge ... +1
Lowest unoccupied orbital energy (alpha / beta) ... -5.349 / -4.950 eV

Bonds (Å) are listed after each position.
Element x y z (Å)
1 C -2.922 -0.771 0.194  N5 1.209, H7 1.144, H8 1.118
2 C -0.181 0.556 -0.032  C4 1.470, N6 1.269
3 C 2.120 -0.321 -0.008  C4 1.468, H9 1.032, H10 1.153, H11 1.186
4 C 0.712 -0.572 -0.337  C2 1.470, C3 1.468, H12 1.124, H13 1.138
5 N -2.434 0.207 -0.323  C1 1.209
6 N 0.134 1.774 0.138  C2 1.269, H14 0.997, H15 1.000
7 H -4.031 -1.045 0.124  C1 1.144
8 H -2.313 -1.492 0.793  C1 1.118
9 H 2.716 -1.103 0.306  C3 1.032
10 H 2.091 0.421 0.874  C3 1.153
11 H 2.676 0.132 -0.954  C3 1.186
12 H 0.360 -0.682 -1.399  C4 1.124
13 H 0.346 -1.536 0.144  C4 1.138
14 H 1.110 1.889 -0.028  N6 0.997
15 H -0.384 2.544 0.508  N6 1.000

Electronic structure analysis, Mulliken charges in units of e:
1. C -0.078
2. C 0.203
3. C -1.255
4. C 0.040
5. N -0.313
6. N -0.212
7. H 0.292
8. H 0.213
9. H 0.361
10. H 0.318
11. H 0.281
12. H 0.342
13. H 0.292
14. H 0.270
15. H 0.245

Q | Entry from the OMol25 dataset: the ion C4H9N2 with charge +1 (wB97M-V/def2-TZVPD).

Output
Total charge ... +1
Lowest unoccupied orbital energy (alpha / beta) ... -5.206 / -4.952 eV

Bonds (Å) are listed after each position.
Element x y z (Å)
1 C -0.143 1.252 -0.016  C2 1.548, C3 1.512, H7 1.095, H8 1.089
2 C 0.786 0.111 -0.496  C1 1.548, C4 1.540, N5 1.454, H9 1.096
3 C -1.424 0.509 0.289  C1 1.512, N6 1.481, H10 1.077
4 C -0.230 -1.017 -0.753  C2 1.540, N6 1.485, H11 1.074
5 N 1.636 -0.342 0.594  C2 1.454, H12 1.016, H13 1.015
6 N -1.043 -0.908 0.485  C3 1.481, C4 1.485, H14 1.039, H15 1.023
7 H 0.227 1.806 0.853  C1 1.095
8 H -0.295 1.966 -0.823  C1 1.089
9 H 1.317 0.389 -1.414  C2 1.096
10 H -2.401 0.746 -0.099  C3 1.077
11 H -0.703 -1.225 -1.694  C4 1.074
12 H 2.212 -1.129 0.309  N5 1.016
13 H 2.259 0.397 0.904  N5 1.015
14 H -0.373 -0.991 1.275  N6 1.039
15 H -1.822 -1.563 0.585  N6 1.023

Electronic structure analysis, Mulliken charges in units of e:
1. C -0.524
2. C 0.363
3. C -0.434
4. C -0.664
5. N -0.701
6. N -0.073
7. H 0.325
8. H 0.304
9. H 0.480
10. H 0.349
11. H 0.368
12. H 0.234
13. H 0.236
14. H 0.394
15. H 0.343

The least stable of them is P.